The following is a DFT calculation (ωB97M-V with the def2-TZVPD basis set) of 5 unconnected molecules or ions with the total composition C10H30O5 at a distorted geometry.

Geometry as XYZ:
```
45
Properties=species:S:1:pos:R:3:forces:R:3:mulliken_charge:R:1
C -0.0576 -0.2101 3.9513 -0.695 0.339 -2.377 -0.46
C 0.5926 1.1274 3.5843 0.842 0.302 2.163 -0.05
O 1.6568 1.4125 4.5449 0.075 -0.142 -0.624 -0.57
H 0.3957 -1.0004 3.3491 0.345 -0.130 0.614 0.01
H -1.0476 -0.1554 3.4693 -0.180 -0.202 0.534 0.07
H -0.1360 -0.4739 4.9957 0.122 0.271 0.183 0.36
H -0.0877 1.9758 3.6839 -0.359 -0.198 -0.384 0.28
H 1.0530 1.1457 2.6003 -0.165 -0.208 -0.103 0.03
H 1.3043 1.9985 5.2162 -0.028 -0.006 0.041 0.30
C 3.0122 -4.4219 -3.0576 0.513 0.620 -0.337 -1.16
C 3.0586 -2.9092 -3.1643 0.235 1.033 -0.359 0.37
O 2.3268 -2.4567 -4.3022 -0.585 -0.738 -0.226 -0.54
H 1.9853 -4.7641 -3.1557 -0.045 -0.105 0.322 0.30
H 3.4816 -4.6785 -2.1091 -0.323 -0.292 0.127 0.35
H 3.6024 -4.9009 -3.8390 -0.052 0.093 -0.116 0.32
H 4.0639 -2.4891 -3.2922 0.247 -0.559 0.330 0.31
H 2.6623 -2.4412 -2.2559 -0.157 -0.190 0.036 -0.20
H 2.4109 -1.5116 -4.4307 0.167 0.129 0.228 0.30
C 0.7724 -1.9594 0.7693 -0.563 0.194 -0.122 -1.06
C 0.6764 -1.0045 -0.4421 0.547 -0.969 1.487 -0.05
O 0.3268 0.2760 0.0519 0.175 0.599 -0.366 -0.25
H 1.4395 -1.5386 1.5212 0.062 0.069 -0.093 0.22
H 1.1101 -2.9748 0.5565 -0.025 0.067 -0.311 0.46
H -0.2296 -2.0163 1.2057 0.111 -0.153 0.123 0.26
H -0.0391 -1.4002 -1.1631 0.063 0.214 -0.235 0.34
H 1.6863 -0.9462 -0.8431 -0.196 0.348 -0.489 0.10
H -0.5850 0.2662 0.3754 0.168 -0.611 -0.042 -0.02
C -3.7826 1.8441 0.4075 1.023 0.258 0.173 -1.24
C -2.5179 1.3077 1.0660 0.409 -0.303 0.111 0.20
O -2.3424 -0.0964 0.8239 -0.203 0.061 0.191 -0.58
H -4.7041 1.4673 0.8470 0.031 0.210 0.258 0.41
H -3.7835 1.5704 -0.6455 0.070 -0.014 -0.013 0.24
H -3.6671 2.9291 0.4746 -0.676 0.035 -0.019 0.33
H -2.3896 1.5065 2.1400 -0.704 -0.005 -0.024 0.29
H -1.6079 1.7761 0.6718 -0.424 0.101 -0.379 -0.13
H -3.0231 -0.5654 1.3198 0.149 -0.093 -0.093 0.32
C -1.4154 2.2178 -2.1547 -0.202 0.157 -0.132 -0.74
C -0.7290 3.3504 -1.3937 -0.601 -0.196 -0.379 -0.25
O 0.5935 2.9676 -1.1360 0.619 0.188 0.415 -0.60
H -2.4744 2.3463 -2.3885 0.023 0.364 0.127 0.29
H -1.3343 1.2974 -1.5775 0.084 -0.098 -0.121 0.14
H -0.8957 2.0976 -3.1047 0.064 -0.200 0.029 0.31
H -1.2827 3.6642 -0.5004 0.041 -0.350 0.299 0.18
H -0.7099 4.2665 -1.9852 0.248 -0.085 -0.237 0.34
H 0.6307 2.1037 -0.6842 -0.253 0.195 -0.211 0.46
```
Positions in Å, forces in eV/Å.

Total energy (eV): -21092.245
Relative energy (zero: lowest compared OMol25 entry of this formula, charge and spin) (kJ/mol): 91.4
SMILES: CCO.CCO.CCO.CCO.CCO
LUMO (Eh): 0.0179

***

The following is a DFT calculation (ωB97M-V with the def2-TZVPD basis set) of a molecular structure, C10H30O9PS5Tl at a distorted geometry.

Geometry as XYZ:
```
56
Properties=species:S:1:pos:R:3:forces:R:3:mulliken_charge:R:1
Tl 0.6139 0.5030 -0.2349 -0.404 0.155 0.130 1.11
P 3.8198 1.4145 -0.2143 0.330 0.295 0.071 0.56
O 3.4438 0.1870 -1.1313 0.446 1.243 0.448 -0.30
O 3.1553 0.9411 1.0945 0.754 -0.307 0.242 -0.31
O 2.7388 2.3880 -0.7601 0.165 -0.183 -0.788 -0.26
O 5.2055 1.9928 -0.2120 -1.292 -0.976 0.033 -0.69
C -3.4040 -0.7711 2.8705 -1.574 0.290 0.363 -0.88
S -2.1617 0.5192 3.0501 0.095 0.116 -1.053 0.44
O -1.6032 0.5515 1.6689 0.392 0.101 0.219 -0.44
C -3.2006 2.0084 3.1683 -1.586 -0.264 0.520 -1.06
H -2.9937 -1.7636 2.7077 0.601 0.245 0.058 0.17
H -4.0262 -0.5147 2.0107 0.253 0.084 -0.171 0.28
H -4.1012 -0.8346 3.7124 0.285 0.096 0.204 0.42
H -2.6236 2.9239 3.2635 0.418 -0.289 0.084 0.31
H -3.8813 1.9078 4.0231 0.536 0.006 0.409 0.43
H -3.9448 2.1629 2.3810 0.595 -0.453 -0.626 0.29
C -2.7631 4.6724 -0.2672 0.537 -0.133 0.932 -0.82
S -0.9844 4.3568 -0.4841 -0.053 -0.791 -1.131 0.37
O -0.8163 2.8702 -0.3562 -0.285 0.846 0.348 -0.46
C -0.8349 4.6802 -2.2667 0.016 0.946 0.159 -0.90
H -3.0408 5.7170 -0.3966 0.093 -0.029 -0.436 0.40
H -2.8405 4.4882 0.8079 -0.311 -0.138 -0.046 0.16
H -3.3736 3.9461 -0.7971 0.073 0.107 -0.242 0.29
H -0.9686 5.7544 -2.4319 -0.064 0.023 0.173 0.41
H -1.5572 4.1610 -2.8916 0.069 -0.421 0.273 0.26
H 0.1940 4.4643 -2.5463 -0.066 -0.361 0.049 0.27
C -1.4909 -3.6894 0.5431 -0.982 0.291 -0.581 -0.83
S -0.7516 -3.3280 -1.0961 0.555 0.648 0.843 0.31
O -0.1484 -1.9435 -1.1373 -0.872 -0.853 -0.161 -0.40
C 0.6899 -4.3601 -0.8121 -0.628 -0.417 -0.475 -0.76
H -0.9101 -3.2615 1.3560 0.333 -0.239 -0.087 0.08
H -1.6833 -4.7640 0.5514 0.595 -0.111 0.235 0.52
H -2.5083 -3.2922 0.5956 0.171 0.435 -0.259 0.31
H 0.3715 -5.4013 -0.8892 0.138 -0.043 0.039 0.47
H 1.0931 -4.1518 0.1737 0.236 0.187 -0.121 0.00
H 1.3299 -4.1102 -1.6553 0.365 -0.061 0.279 0.28
C -0.4539 -1.0682 -4.4074 0.115 -0.934 1.677 -0.64
S 0.2160 0.5736 -4.1652 0.684 1.451 -0.829 0.35
O -0.3077 1.3050 -2.9613 0.225 -1.095 -0.110 -0.43
C 1.9674 0.1377 -3.9431 -0.423 -1.145 0.377 -0.74
H -0.0384 -1.4952 -5.3179 -0.699 0.492 -0.540 0.43
H -1.5228 -0.9339 -4.2385 -0.145 -0.063 -1.055 0.32
H -0.2222 -1.8419 -3.6632 0.462 0.594 0.418 -0.06
H 2.0044 -0.7307 -3.2821 0.115 0.132 0.221 0.14
H 2.5757 0.9249 -3.5123 -0.269 0.315 -0.124 0.22
H 2.3556 -0.1994 -4.9053 -0.066 0.283 -0.119 0.44
C 2.3461 -1.1606 3.8449 -0.207 -0.336 0.057 -0.99
S 1.8577 -2.4377 2.5571 1.153 0.745 1.133 0.34
O 0.8275 -1.7621 1.7081 0.318 -0.287 0.098 -0.51
C 3.5059 -2.3107 1.7229 -0.338 0.330 0.746 -0.64
H 2.3712 -0.2189 3.2982 0.167 0.018 -0.037 0.24
H 3.2910 -1.3764 4.3462 0.238 -0.167 -0.602 0.42
H 1.6695 -1.0771 4.6976 -0.618 -0.248 -0.505 0.37
H 3.5132 -1.2850 1.3591 0.028 -0.158 -0.671 -0.05
H 3.6769 -3.1192 1.0187 -0.363 0.255 -0.372 0.31
H 4.3236 -2.3489 2.4456 -0.313 -0.224 0.303 0.43
```
Positions in Å, forces in eV/Å.

Total energy (eV): -97436.043
Relative energy (zero: lowest compared OMol25 entry of this formula, charge and spin) (kJ/mol): 70.3
LUMO (Eh): -0.1214

***

The following is a DFT calculation (ωB97M-V with the def2-TZVPD basis set) of a molecular structure, C10H31AgBNO5 at a distorted geometry.

Geometry as XYZ:
```
49
Properties=species:S:1:pos:R:3:forces:R:3:mulliken_charge:R:1
Ag -0.6654 0.6309 0.2900 -1.067 2.289 -1.392 0.31
C -4.6940 -0.1460 -1.4706 0.151 -0.413 -0.699 -1.33
C -3.6289 0.0259 -0.3929 -0.191 0.152 0.608 0.34
O -2.7290 1.0306 -0.6897 0.420 -0.466 -0.301 -0.36
H -5.3593 -0.9852 -1.2445 -0.105 0.151 0.344 0.38
H -4.2276 -0.4438 -2.4165 0.105 0.293 -0.019 0.30
H -5.2896 0.7480 -1.6530 0.066 0.068 0.132 0.32
H -3.1405 -0.9528 -0.2695 0.183 -0.006 -0.043 -0.04
H -4.1232 0.2286 0.5699 -0.066 -0.065 0.070 0.19
C 1.0573 4.7329 -1.2895 0.404 -0.379 -0.337 -1.41
C 1.0379 3.2998 -0.7622 -0.387 -1.012 0.554 0.28
O -0.2077 2.7419 -0.7783 0.334 -0.022 -0.166 -0.47
H 0.6090 5.4067 -0.5609 -0.151 0.066 -0.136 0.29
H 0.5126 4.7364 -2.2363 -0.173 0.217 0.102 0.31
H 2.0873 5.0457 -1.5054 0.015 0.144 0.138 0.39
H 1.5076 3.2993 0.2503 -0.109 0.228 0.222 -0.01
H 1.7777 2.6684 -1.3198 0.214 0.183 -0.500 -0.10
B -1.2109 1.2848 2.3827 -0.397 0.660 1.288 1.32
H -1.8889 0.4045 2.1023 -1.445 -1.669 -0.241 -0.42
H -0.1161 0.9541 2.3233 2.159 -0.601 0.320 -0.74
H -1.3866 2.1855 1.6998 -0.358 1.581 -0.964 -0.31
H -1.4367 1.6253 3.4719 -0.290 0.240 1.351 -0.22
C -0.4029 -2.1958 2.0333 -0.289 0.242 -0.177 -0.30
C 0.0984 -3.6084 1.8110 -0.165 -0.276 -0.791 -0.50
O -0.8454 -4.3009 0.9520 -0.062 0.233 0.331 -0.54
O -0.7755 -1.5946 0.7714 0.344 -2.717 0.920 -0.18
H 0.3772 -1.5838 2.4860 -0.104 0.062 0.046 0.09
H -1.2698 -2.2388 2.6997 0.016 0.233 -0.050 0.33
H 0.1732 -4.1596 2.7512 0.268 0.191 0.056 0.38
H 1.0335 -3.6113 1.2410 0.285 0.164 0.475 0.28
H -0.4077 -5.1005 0.6525 -0.087 -0.056 -0.095 0.29
H -0.9691 -2.4117 0.2756 -0.375 0.637 -0.473 0.19
C 2.2288 -1.5397 -2.5854 0.574 0.063 0.827 -1.72
C 1.4994 -1.1741 -1.2879 0.345 1.130 0.450 0.86
C 2.3916 -0.3676 -0.3058 -0.045 -0.446 -0.065 -1.18
O 1.6980 0.1898 0.8128 0.429 -0.843 -0.876 0.30
C 2.6166 0.7790 1.6699 0.787 0.820 1.441 -1.16
N 0.3228 -0.3188 -1.6284 0.955 -1.816 -1.053 -0.49
H 2.6137 -0.6193 -3.0293 -0.036 -0.115 -0.283 0.44
H 1.5425 -2.0517 -3.2581 -0.002 0.097 -0.114 0.43
H 3.0748 -2.2083 -2.3942 0.020 0.035 -0.065 0.40
H 1.2605 -2.1081 -0.7772 -0.732 0.187 0.003 -0.24
H 2.8973 0.4431 -0.8429 0.062 0.024 -0.056 0.39
H 3.1314 -1.0612 0.1141 0.309 0.050 -0.253 0.40
H 3.1738 1.6131 1.2267 -0.087 -0.132 -0.365 0.32
H 3.3512 0.0824 2.1070 -0.003 -0.349 -0.519 0.32
H 2.1511 1.1966 2.5647 -0.703 -0.044 -0.396 0.31
H -0.1737 -0.9321 -2.2816 -0.641 0.389 0.297 0.29
H 0.7232 0.3607 -2.2791 -0.374 0.599 0.454 0.25
```
Positions in Å, forces in eV/Å.

Charge: -1
Total energy (eV): -27270.124
LUMO (spin up / spin down) (Eh): 0.0811 / 0.0811
⟨S²⟩: 0.759
2S+1: 2

***

The following is a DFT calculation (ωB97M-V with the def2-TZVPD basis set) of 7 unconnected molecules or ions with the total composition C10H32BrO11 at a distorted geometry.

Geometry as XYZ:
```
54
Properties=species:S:1:pos:R:3:forces:R:3:mulliken_charge:R:1
Br -18.2291 -19.7362 27.6357 0.011 -0.018 0.057 -0.94
O -16.6818 -21.8797 31.5498 0.329 -0.241 0.287 -0.66
H -16.7386 -21.7187 30.6079 -0.127 0.189 -0.375 0.33
H -17.4986 -21.5273 31.9032 -0.327 0.158 -0.001 0.31
C -24.2137 -20.5108 27.8450 1.049 1.067 -0.332 -0.32
C -24.0571 -19.8820 26.4163 -1.358 -0.658 0.367 -0.50
O -23.1688 -20.6702 25.6785 0.943 -0.470 -0.149 -0.48
O -23.0694 -20.1825 28.6389 -0.304 0.259 0.131 -0.50
H -24.2851 -21.5979 27.8804 -0.325 -0.082 -0.766 0.25
H -25.0621 -20.0909 28.3852 -0.154 0.089 -0.227 0.26
H -23.7781 -18.8287 26.4459 0.536 0.073 0.558 0.32
H -24.9786 -19.8502 25.8350 -0.711 -0.223 0.474 0.37
H -23.3168 -20.5421 24.7387 0.104 0.092 0.074 0.28
H -22.2963 -20.1306 28.0722 0.305 -0.149 -0.102 0.32
C -18.5258 -14.2663 26.2876 -0.272 -0.055 0.898 -0.21
C -20.0200 -14.5526 26.3519 -0.508 1.059 -0.147 -0.42
O -20.6877 -13.4352 26.9813 -0.120 -0.171 -0.426 -0.53
O -17.7631 -15.3441 25.8572 0.565 -0.226 -1.041 -0.51
H -18.1606 -13.9281 27.2573 -0.185 -0.002 0.483 0.25
H -18.3618 -13.4044 25.6410 0.022 -0.191 -0.355 0.24
H -20.3271 -15.5080 26.7775 0.426 -0.064 0.394 0.36
H -20.4108 -14.5592 25.3344 -0.028 -0.025 -0.074 0.22
H -20.7013 -13.4949 27.9393 0.270 -0.368 -0.011 0.29
H -18.0446 -16.1818 26.2322 -0.135 -0.112 0.327 0.31
C -14.5360 -23.9901 28.2822 1.370 -1.766 0.176 -0.30
C -13.8364 -22.7136 27.7423 -2.039 -1.806 0.683 -0.51
O -14.5286 -22.3259 26.5921 0.423 0.708 -0.353 -0.47
O -14.2633 -25.1372 27.3883 0.068 1.120 0.585 -0.54
H -15.5958 -24.0581 28.5279 -0.354 1.212 -0.674 0.32
H -14.1122 -24.2105 29.2620 0.591 -0.085 0.222 0.30
H -12.7923 -22.9500 27.5373 -0.099 0.128 -0.088 0.30
H -13.9591 -21.9863 28.5449 0.474 0.342 0.040 0.31
H -15.3199 -21.9224 26.9562 -0.504 0.312 -0.539 0.28
H -14.5417 -25.9190 27.8710 -0.035 -0.059 -0.047 0.29
C -18.9754 -22.2091 22.7232 -1.073 -0.170 0.548 -0.44
C -19.0525 -22.9401 21.4089 -0.911 0.406 0.482 -0.37
O -18.5390 -24.2112 21.6029 1.251 -1.352 -0.060 -0.51
O -17.6961 -22.1035 23.2679 0.506 0.315 -0.462 -0.51
H -19.5761 -22.7576 23.4488 -0.388 -0.305 -0.035 0.29
H -19.4631 -21.2380 22.6381 0.024 0.330 -0.313 0.34
H -18.6092 -22.3464 20.6094 0.417 -0.219 -0.230 0.26
H -20.1069 -23.1058 21.1876 -0.371 0.764 -0.154 0.30
H -18.9570 -24.8540 21.0254 0.035 0.196 -0.071 0.30
H -17.8305 -21.5335 24.0286 0.507 0.071 0.383 0.32
C -18.6425 -17.9342 32.9459 -1.484 -0.596 0.880 -0.42
C -19.7322 -18.9470 33.3227 0.117 0.344 1.206 -0.36
O -19.8902 -19.9512 32.3573 0.524 -0.601 -0.291 -0.48
O -19.0092 -17.4116 31.7284 0.517 0.621 -1.294 -0.47
H -17.6864 -18.4561 32.9859 0.342 0.161 -0.295 0.28
H -18.6572 -17.0993 33.6465 0.187 -0.153 0.304 0.30
H -20.6911 -18.4724 33.5305 0.014 0.356 -0.146 0.31
H -19.4117 -19.3892 34.2660 -0.076 -0.459 0.164 0.26
H -20.7070 -19.8750 31.8586 0.048 0.267 0.044 0.28
H -18.9387 -18.1513 31.1206 -0.087 -0.012 -0.708 0.30
```
Positions in Å, forces in eV/Å.

Charge: -1
Total energy (eV): -103452.730
Relative energy (zero: lowest compared OMol25 entry of this formula, charge and spin) (kJ/mol): 145.2
LUMO (Eh): 0.0884